The following is a quantum chemistry calculation of C21H29Cl4N5O3SSiV as an isolated structure, from the OMol25 dataset.

Computed properties:
Relative energy (zero: lowest compared OMol25 entry of this formula, charge and spin)   196.1 kJ/mol
Energy   -4789.75382 Eh
Molecular weight   652.4 g mol⁻¹
Orbital gap (spin up / spin down)   0.2542 / 0.2802 Eh
E_LUMO (spin up / spin down)   -0.02 / -0.05 eV
HOMO energy (spin up / spin down)   -6.9 / -7.7 eV

Geometry as ORCA input:
```
! wB97M-V def2-TZVPD RIJCOSX def2/J DEFGRID3
* xyz 0 4
V -0.9106 3.3946 0.8911
N -0.3053 2.6738 3.5410
C -1.3414 3.6453 3.9233
C -1.6687 4.2398 2.5558
O -0.8638 5.0648 2.0716
O -2.5778 3.6998 1.8890
H -0.1734 1.9798 4.2686
H 0.5768 3.1739 3.4306
H -0.9888 4.4052 4.6328
H -2.2094 3.1217 4.3342
S 3.4050 3.9215 0.1983
C 2.8945 2.4659 -0.5680
C 1.5754 2.2566 -0.3534
N 0.9467 3.2070 0.3974
C 1.7971 4.1439 0.7624
H 3.5768 1.8694 -1.1378
H 1.0092 1.4306 -0.7463
H 1.5209 5.0202 1.3186
Cl -0.3728 6.3712 -1.2478
Si -1.3609 4.5819 -1.0679
Cl -0.4769 3.3862 -2.5773
Cl -3.2691 4.9000 -1.7373
C 1.3070 -4.0756 0.7744
C 0.4877 -2.7831 0.9425
C 0.4400 -2.4854 2.4490
C 1.2511 -1.6689 0.2239
C -0.9779 -2.9872 0.4200
O -1.5342 -4.0877 1.1478
C -1.1247 -3.3648 -1.0780
C -1.2150 -2.3066 -2.1897
C 0.0935 -1.7584 -2.6859
C 1.1054 -2.6054 -3.1291
C 2.3133 -2.1053 -3.5770
C 2.5102 -0.7333 -3.6046
Cl 4.0309 -0.1004 -4.1312
C 1.4994 0.1328 -3.2247
C 0.3004 -0.3863 -2.7665
C -1.9947 -1.8861 0.8423
N -1.8423 -0.5203 0.4300
C -1.1209 0.4982 0.9371
N -1.4114 1.6174 0.2835
C -2.3587 1.2310 -0.6100
N -2.6310 -0.0420 -0.5357
H 2.3190 -3.8939 1.1272
H 1.3800 -4.3824 -0.2655
H 0.8967 -4.8950 1.3603
H 1.4388 -2.5706 2.8708
H -0.2052 -3.2010 2.9527
H 0.0777 -1.4832 2.6544
H 2.0855 -1.3424 0.8399
H 0.6278 -0.8091 0.0155
H 1.6558 -2.0238 -0.7172
H -1.1272 -4.9029 0.8370
H -2.0640 -3.9254 -1.1147
H -0.3217 -4.0574 -1.3299
H -1.8682 -1.4894 -1.8940
H -1.6947 -2.8022 -3.0409
H 0.9513 -3.6758 -3.1296
H 3.0929 -2.7737 -3.9081
H 1.6302 1.2007 -3.2923
H -0.4872 0.2980 -2.4856
H -2.0647 -1.9247 1.9305
H -2.9570 -2.2078 0.4355
H -0.4333 0.4321 1.7581
H -2.8443 1.8944 -1.3009
*
```

Löwdin atomic charge list, values in e, 5 entries: number 1, V, carries 0.441; number 2, N, carries 0.024; number 3, C, carries -0.150; number 4, C, carries -0.751; number 5, O, carries -0.055



The following is a quantum chemistry calculation of C26H41ClN6OPPb as an isolated structure, from the OMol25 dataset.

Computed properties:
Relative energy (zero: lowest compared OMol25 entry of this formula, charge and spin)   0.0 kJ/mol
Energy   -2412.57647 Eh
Molecular weight   727.3 g mol⁻¹
Orbital gap (spin up / spin down)   0.2126 / 0.2243 Eh
E_LUMO (spin up / spin down)   -11.28 / -10.96 eV
HOMO energy (spin up / spin down)   -17.1 / -17.1 eV

Geometry as ORCA input:
```
! wB97M-V def2-TZVPD RIJCOSX def2/J DEFGRID3
* xyz 3 1
Pb -0.3132 0.4551 0.0533
O 1.2210 0.3745 2.2036
C 2.2948 1.3289 2.1482
C 2.8138 1.4215 0.7373
C 4.1229 1.8255 0.5249
C 4.5796 2.0173 -0.7684
C 3.7137 1.7799 -1.8258
C 2.4323 1.3594 -1.5429
N 1.9804 1.1789 -0.2890
H 0.8034 0.4332 3.0733
H 3.1061 1.0352 2.8139
H 1.9370 2.3121 2.4673
H 4.7696 2.0066 1.3734
H 5.5932 2.3516 -0.9473
H 4.0197 1.9270 -2.8521
H 1.7284 1.1638 -2.3397
Cl -2.5656 3.3833 -4.5072
C -1.7265 1.9595 -4.0838
C -1.4104 0.9958 -5.0311
C -0.7262 -0.1406 -4.6244
C -0.3800 -0.2794 -3.2951
N -0.6842 0.6538 -2.3817
C -1.3470 1.7501 -2.7660
H -1.6978 1.1392 -6.0645
H -0.4640 -0.9093 -5.3382
H 0.1621 -1.1450 -2.9322
H -1.5921 2.4891 -2.0103
N 0.4564 -1.7339 -0.2755
P 0.9449 -3.1899 -0.6295
N 2.4539 -3.3274 -1.1833
C 3.0435 -4.6275 -1.5860
C 3.7992 -4.4781 -2.9003
C 4.8333 -3.3607 -2.8114
C 4.1825 -2.0514 -2.3750
C 3.4360 -2.2307 -1.0599
N -0.1277 -3.9278 -1.5782
C 0.1251 -4.1318 -3.0356
C -1.1850 -4.0512 -3.8000
C -2.1482 -5.1612 -3.3573
C -2.0415 -5.4310 -1.8433
C -1.5123 -4.2069 -1.1139
N 1.0048 -4.1452 0.8564
C 1.5894 -3.5189 2.0308
C 1.2813 -4.3188 3.2890
C 1.8644 -5.7390 3.2068
C 1.8628 -6.2576 1.7587
C 0.7755 -5.5751 0.9275
H 2.2503 -5.3706 -1.6716
H 3.7312 -4.9527 -0.7977
H 3.0878 -4.2707 -3.7049
H 4.2777 -5.4298 -3.1322
H 5.3285 -3.2345 -3.7733
H 5.6117 -3.6363 -2.0933
H 3.4792 -1.7031 -3.1394
H 4.9349 -1.2722 -2.2448
H 2.9083 -1.3241 -0.7689
H 4.1453 -2.4888 -0.2649
H 0.5761 -5.1172 -3.1830
H 0.8436 -3.3861 -3.3797
H -0.9725 -4.1315 -4.8658
H -1.6307 -3.0644 -3.6431
H -1.9263 -6.0785 -3.9023
H -3.1670 -4.8837 -3.6235
H -1.3749 -6.2749 -1.6466
H -3.0114 -5.7004 -1.4275
H -1.5028 -4.3479 -0.0324
H -2.1453 -3.3413 -1.3180
H 1.2508 -2.4799 2.0698
H 2.6804 -3.4911 1.8627
H 0.1973 -4.3467 3.4226
H 1.6857 -3.7829 4.1460
H 1.2838 -6.3993 3.8487
H 2.8832 -5.7503 3.5916
H 1.6851 -7.3310 1.7191
H 2.8266 -6.0813 1.2760
H -0.1940 -5.7102 1.4336
H 0.6662 -5.9736 -0.0804
*
```

Löwdin atomic charge list, values in e, 5 entries: number 1, Pb, carries 1.412; number 2, O, carries -0.218; number 3, C, carries -0.148; number 4, C, carries -0.252; number 5, C, carries 0.023



The following is a quantum chemistry calculation of C25H40LaN3O5P2 as an isolated structure, from the OMol25 dataset.

Computed properties:
Relative energy (zero: lowest compared OMol25 entry of this formula, charge and spin)   7.1 kJ/mol
Energy   -2231.42956 Eh
Molecular weight   663.5 g mol⁻¹
Orbital gap   0.2104 Eh
E_LUMO   -0.05 eV
HOMO energy   -5.8 eV

Geometry as ORCA input:
```
! wB97M-V def2-TZVPD RIJCOSX def2/J DEFGRID3
* xyz 0 1
C 0.1484 3.7467 -2.7747
C -0.0792 2.4048 -2.3644
N 0.7531 1.8293 -1.4025
C 1.7722 2.5630 -0.9065
C 1.9976 3.8886 -1.2731
C 1.1744 4.4867 -2.2286
C -1.1591 1.7057 -2.9538
P -1.7134 0.0577 -2.5914
La 0.3210 -0.6360 -0.5314
P 3.1514 0.1602 -0.0761
C 2.7110 1.9502 0.1348
C -0.9731 -2.9901 -0.8475
C -1.2821 -3.9762 0.2430
C -0.2798 -4.7064 0.8089
C 1.0554 -4.6187 0.3511
C 1.3602 -3.8822 -0.8004
C 0.3762 -3.1449 -1.4592
O -1.5753 0.5415 -6.9558
O 2.3096 -0.0266 -3.4448
H -0.5286 4.1619 -3.5221
H 2.8238 4.4235 -0.8052
H 1.3454 5.5180 -2.5283
C -3.3546 0.3301 -1.7959
C -2.1441 -0.6844 -4.2103
H 3.6676 2.4921 0.1015
H 2.2784 2.0799 1.1451
H -1.8782 -0.1151 -7.5576
H -1.6516 2.2394 -3.7763
C 3.9749 -0.1706 1.5147
C 4.5549 0.2867 -1.2287
H -2.3148 -4.0212 0.5968
H -0.4955 -5.3900 1.6374
H 1.8380 -5.1593 0.8847
H 2.3875 -3.9089 -1.1833
H 0.5555 -2.6791 -2.4408
H -1.2247 -1.9477 -0.4745
H 2.6394 -0.4388 -4.2613
H 2.3067 0.8956 -3.6317
H -0.6480 0.6977 -7.1932
H -1.7768 -2.7566 -1.5346
H -3.8081 1.2344 -2.2246
H -4.0101 -0.5341 -1.9714
H -3.2223 0.4729 -0.7130
H -3.2308 -0.8566 -4.2538
H -1.8296 -0.0740 -5.0795
H -1.6371 -1.6608 -4.2657
H 5.4146 -0.2587 -0.8180
H 4.2458 -0.1600 -2.1820
H 4.8283 1.3357 -1.4001
H 5.0506 -0.3052 1.3435
H 3.8111 0.6612 2.2127
H 3.5492 -1.0860 1.9524
C -3.5537 0.7429 4.6298
C -2.8917 0.2511 3.3551
C -1.3656 0.0161 3.4711
C -0.6101 1.2447 4.0545
C -0.8960 2.5413 3.3127
C -1.0551 -1.2091 4.3401
O -1.7626 -1.6230 5.2479
N 0.1665 -1.8319 4.0879
C 0.8297 -1.8473 2.8664
O 1.8459 -2.4910 2.6680
N 0.2195 -1.0864 1.8774
C -0.8135 -0.2723 2.0929
O -1.2848 0.3081 1.0379
H -3.3052 0.0753 5.4619
H -4.6389 0.7323 4.4911
H -3.2542 1.7676 4.8794
H -3.3423 -0.7050 3.0474
H -3.0650 0.9648 2.5376
H -0.8791 1.3339 5.1182
H 0.4669 1.0177 4.0193
H -1.7978 3.0343 3.6973
H -0.0545 3.2291 3.4506
H -1.0253 2.3583 2.2382
H 0.4816 -2.5266 4.7529
*
```

Löwdin atomic charge list, values in e, 5 entries: number 1, C, carries -0.065; number 2, C, carries -0.388; number 3, N, carries -0.050; number 4, C, carries -0.373; number 5, C, carries -0.087



The following is a quantum chemistry calculation of C34H58LuN2O4Si as an isolated structure, from the OMol25 dataset.

Computed properties:
Relative energy (zero: lowest compared OMol25 entry of this formula, charge and spin)   39.9 kJ/mol
Energy   -3265.69000 Eh
Molecular weight   761.9 g mol⁻¹
Orbital gap   0.3000 Eh
E_LUMO   -2.15 eV
HOMO energy   -10.3 eV

Geometry as ORCA input:
```
! wB97M-V def2-TZVPD RIJCOSX def2/J DEFGRID3
* xyz 1 1
O 0.4490 -2.6653 -1.6962
O -1.0179 -1.8962 -3.4603
C 1.8023 -2.6814 -2.3270
C 2.8131 -3.3202 -1.4152
H 2.0228 -1.6250 -2.5219
H 1.7261 -3.1955 -3.2916
H 2.9232 -2.7733 -0.4712
H 3.7829 -3.3017 -1.9192
H 2.5784 -4.3686 -1.2047
C -0.1754 -4.0141 -1.5035
C -0.1378 -4.8452 -2.7549
H -1.1977 -3.7916 -1.1794
H 0.3619 -4.4775 -0.6718
H -0.5269 -4.2910 -3.6144
H -0.7556 -5.7383 -2.6174
H 0.8742 -5.1866 -2.9835
C -2.4709 -1.7611 -3.1281
C -0.4544 -1.2646 -4.6761
C -3.1900 -2.9862 -3.6062
H -2.8129 -0.8417 -3.6078
H -2.5067 -1.6470 -2.0428
H -3.0937 -3.1106 -4.6907
H -4.2512 -2.8917 -3.3715
H -2.8197 -3.8939 -3.1124
C -0.8764 -2.0442 -5.8874
H 0.6276 -1.2813 -4.5316
H -0.8025 -0.2296 -4.6900
H -0.6800 -3.1177 -5.7714
H -0.3062 -1.6967 -6.7495
H -1.9349 -1.8990 -6.1160
H -0.3188 -2.1402 -2.5869
N 1.6353 1.1869 2.1769
C 1.5197 2.4964 2.4905
C 0.3538 3.2510 2.2422
C -0.9481 2.8733 1.8662
C 2.7258 3.1644 3.0755
H 3.5165 3.2689 2.3194
H 3.1257 2.5857 3.9169
H 2.4661 4.1599 3.4447
C -1.9929 3.9334 1.6556
H -2.8064 3.8545 2.3898
H -2.4309 3.8613 0.6500
H -1.5409 4.9278 1.7563
N -1.3495 1.5875 1.7520
C 2.8542 0.4284 2.4276
C 3.8742 0.3452 1.4545
C 3.7723 1.0327 0.1311
C 5.0266 -0.3916 1.7316
H 5.8100 -0.4656 0.9709
C 5.1813 -1.0250 2.9633
H 6.0916 -1.5930 3.1718
C 4.1769 -0.9407 3.9284
H 4.2905 -1.4417 4.8931
C 3.0185 -0.2068 3.6748
C 1.9444 -0.1235 4.7109
C -2.6713 1.1644 2.1559
C -3.7102 0.9683 1.2248
C -3.5478 1.2791 -0.2304
C -4.9375 0.4863 1.6836
H -5.7428 0.3229 0.9657
C -5.1303 0.1925 3.0345
H -6.0856 -0.2035 3.3697
C -4.0985 0.3917 3.9531
H -4.2282 0.1438 5.0093
C -2.8730 0.8948 3.5251
C -1.7496 1.1118 4.4909
Lu 0.0670 -0.0098 1.2826
H 3.7106 0.2939 -0.6842
H 4.6749 1.6362 -0.0607
H 2.9034 1.6934 0.0578
H 1.4520 0.8557 4.7187
H 2.3753 -0.2726 5.7109
H 1.1784 -0.8977 4.5512
H -4.1667 0.5903 -0.8232
H -2.5141 1.1733 -0.5799
H -3.8931 2.2979 -0.4738
H -0.8168 0.6421 4.1433
H -1.9912 0.6545 5.4568
H -1.5414 2.1797 4.6548
H 0.4916 4.3238 2.3802
C 0.3330 0.6227 -0.9580
Si 0.4795 2.2952 -1.8338
H 1.2731 0.0640 -1.1795
H -0.4621 0.0501 -1.4977
C 1.7533 2.1162 -3.2192
C 1.0760 3.7981 -0.8765
C -1.1949 2.8008 -2.5312
H -1.7260 1.9481 -2.9712
H -1.0839 3.5580 -3.3194
H -1.8406 3.2375 -1.7581
H 2.6732 1.6391 -2.8565
H 2.0407 3.0936 -3.6258
H 1.3728 1.5205 -4.0576
H 1.9103 3.5759 -0.2055
H 0.2717 4.2484 -0.2864
H 1.4270 4.5714 -1.5740
O -1.6479 -2.8123 3.9850
C -1.3899 -2.2457 2.9364
O -0.2749 -1.5762 2.6629
H -2.0923 -2.2107 2.0559
*
```

Löwdin atomic charge list, values in e, 5 entries: number 1, O, carries -0.184; number 2, O, carries -0.169; number 3, C, carries -0.201; number 4, C, carries -0.045; number 5, H, carries 0.116